Record 1
ORCA calculation (ωB97M-V with the def2-TZVPD basis set) on a 2-piece molecular cluster, C3H4N2O2 overall in a non-equilibrium geometry.

Calculated values
* HOMO energy: -9.2 eV
* LUMO energy: 0.36 eV
* multiplicity: 1
* electronic energy: -376.54634 a.u.

Structure (XYZ):
```
11
C3H4N2O2 | the OMol25 dataset | ωB97M-V with the def2-TZVPD basis set
C -1.52380 -0.83240 -1.20218
C -1.29019 -0.78833 -0.03571
C 2.04357 -0.39563 -0.19000
N 0.24366 1.15905 0.39959
N 1.48223 0.44517 0.45133
O 2.77618 -1.11456 -0.70924
O -1.19258 -0.94933 1.23660
H -1.09358 -0.50737 -2.15465
H 0.15582 1.59738 -0.48218
H 0.35322 1.83754 1.09965
H -1.95452 -0.45153 1.58678
```

These are the natural (NBO) partial charges, in e, on atoms 1 to 4:
1. C -0.435
2. C 0.324
3. C 0.827
4. N -0.607

***

Record 2
ORCA calculation (ωB97M-V with the def2-TZVPD basis set) on a 5-piece molecular cluster, C38H70BBr2F9N3O11S overall in a non-equilibrium geometry.

Calculated values
* HOMO energy: -4.6 eV
* total charge: -1
* LUMO energy: 0.77 eV
* multiplicity: 1
* electronic energy: -8951.54807 a.u.

Structure (XYZ):
```
135
C38H70BBr2F9N3O11S | the OMol25 dataset | ωB97M-V with the def2-TZVPD basis set
C -4.67399 -0.46284 4.27601
C -4.78550 0.09093 2.77487
C -4.49448 -1.02897 1.67694
C -2.96833 -1.57375 1.67464
B -2.25765 -1.44690 0.18079
C -2.92794 -2.72604 -0.62069
C -1.98001 -4.02753 -0.42867
C -2.92162 -5.34069 -0.54534
C -2.10256 -6.71591 -0.48767
C -1.56422 -7.07500 1.00070
F -2.20677 -6.16679 1.86356
F -1.99982 -8.41782 1.22298
C 0.01993 -6.93077 0.95833
F 0.53676 -8.05876 0.27021
F 0.47125 -5.82138 0.22157
S 0.88612 -6.85359 2.62218
F 0.30845 -5.34900 2.97518
F -0.32512 -7.64044 3.42727
F 1.59555 -8.35535 2.32927
F 2.25029 -6.18374 1.88918
F 1.74119 -6.81783 4.05074
O -0.77603 -1.67488 0.10796
C -0.02091 -0.60489 -0.53788
C 1.32330 -0.62868 0.33180
C 2.07265 0.76448 0.48869
N 3.31155 0.86442 0.08518
C 0.34089 -1.29013 -1.93903
Br -1.11159 -1.28158 -3.29617
C 1.68775 -0.75901 -2.63692
C 1.56886 -0.36982 -4.18473
Br 3.06442 -2.24058 -2.58589
C -1.05328 0.62287 -0.44842
C -1.20283 1.49536 0.88166
N -0.76533 0.85611 2.15202
C -1.54264 1.45473 3.30439
N -1.08236 1.56481 -1.59729
C 0.15802 2.34968 -1.77788
C -2.29303 2.36182 -1.67757
C -3.56286 1.84449 -2.51843
O -2.43713 3.50846 -1.16875
O -2.31948 -0.10130 -0.46466
H -5.70903 -0.48499 4.74064
H -4.04657 0.28130 4.86725
H -4.21229 -1.50655 4.28074
H -5.88686 0.39764 2.63202
H -4.17800 1.02402 2.56428
H -4.83821 -0.70560 0.62869
H -5.17983 -1.91683 1.94226
H -3.05226 -2.70793 1.86727
H -2.33667 -1.16314 2.52598
H -3.93786 -3.04596 -0.16205
H -3.15953 -2.52612 -1.72508
H -1.54919 -4.07722 0.63453
H -1.17222 -4.07446 -1.22443
H -3.35934 -5.28971 -1.60936
H -3.81600 -5.30141 0.15231
H -1.26797 -6.77715 -1.26783
H -2.84787 -7.53485 -0.79571
H 2.07812 -1.42402 0.00547
H 1.00666 -0.94453 1.39018
H 1.56116 1.69016 0.90335
H 3.65120 -0.03186 -0.30266
H 0.52405 -2.39539 -1.69951
H 2.18581 0.11809 -2.12659
H 2.62176 -0.01396 -4.48988
H 0.89375 0.53158 -4.37792
H 1.34734 -1.25102 -4.86768
H -0.71092 2.53305 0.83654
H -2.32341 1.71075 0.99877
H 0.20628 1.06516 2.39872
H -2.06918 2.42304 3.02522
H -2.21172 0.67104 3.77343
H -0.78043 1.74232 4.11896
H -0.13621 3.29359 -2.36381
H 0.96171 1.84143 -2.39891
H 0.65119 2.71947 -0.82558
H -4.45782 2.51724 -2.28898
H -3.75778 0.74606 -2.33165
H -3.29249 2.07105 -3.61245
O -2.66118 6.26167 -3.39741
C -2.84505 6.98483 -2.44778
O -3.20952 8.26973 -2.64609
C -3.62540 9.15814 -1.60228
C -2.43303 9.81244 -0.93538
C -2.58457 6.50517 -1.04838
H -4.27868 8.64803 -0.89038
H -4.23488 9.92740 -2.08288
H -1.78645 9.07716 -0.45470
H -2.76045 10.53045 -0.17926
H -1.82142 10.33574 -1.67485
H -1.51943 6.59285 -0.83143
H -2.88101 5.45570 -0.98155
H -3.15805 7.03326 -0.28772
O 5.02200 -7.29617 -4.90283
C 4.38858 -8.07241 -4.22835
O 3.39559 -7.62245 -3.44117
C 2.47317 -8.47244 -2.74543
C 3.04569 -8.92753 -1.41947
C 4.75456 -9.52946 -4.18324
H 2.15669 -9.30679 -3.37651
H 1.58124 -7.86897 -2.56306
H 3.95086 -9.52269 -1.55439
H 2.31657 -9.52801 -0.87102
H 3.32207 -8.06556 -0.80711
H 5.57062 -9.67217 -3.47437
H 5.08454 -9.83203 -5.17832
H 3.92550 -10.18513 -3.92350
O 4.43417 -2.15265 3.19564
C 4.80520 -3.16723 3.73244
O 5.10394 -3.16034 5.04699
C 5.37694 -4.33832 5.81529
C 6.83161 -4.74308 5.69364
C 5.03069 -4.42248 2.93799
H 4.69106 -5.14677 5.55069
H 5.16181 -4.07992 6.85459
H 7.09484 -4.99514 4.66507
H 7.04470 -5.60829 6.32629
H 7.48325 -3.91879 5.99453
H 6.01589 -4.37998 2.47226
H 4.26703 -4.47998 2.16101
H 4.94087 -5.33677 3.52208
O 1.11690 12.49221 0.80642
C 0.73303 13.18201 -0.10669
O -0.04831 12.65133 -1.06574
C -0.70356 13.41325 -2.08834
C 0.22158 13.65788 -3.26237
C 1.19150 14.60684 -0.24118
H -1.12203 14.33724 -1.68169
H -1.55212 12.81052 -2.41988
H 1.09452 14.24496 -2.97197
H -0.30183 14.18964 -4.06055
H 0.59464 12.70988 -3.65775
H 2.17153 14.62436 -0.71877
H 1.26976 15.03851 0.75780
H 0.50295 15.24192 -0.79558
```

These are the Löwdin partial charges, in e, on atoms 1 to 4:
1. C -0.135
2. C -0.269
3. C -0.217
4. C -0.097

***

Record 3
ORCA calculation (ωB97M-V with the def2-TZVPD basis set) on C37H52As3BaCl2FN8O5S as an isolated structure in a non-equilibrium geometry.

Calculated values
* HOMO energy: -6.9 eV
* LUMO energy: 0.04 eV
* multiplicity: 1
* electronic energy: -10406.65684 a.u.

Structure (XYZ):
```
110
C37H52As3BaCl2FN8O5S | the OMol25 dataset | ωB97M-V with the def2-TZVPD basis set
Ba 0.21843 -0.19132 -0.08749
Cl 1.34386 2.58856 0.47610
C 0.31304 3.50646 1.52351
C 0.59138 4.85639 1.64226
C -0.17781 5.65281 2.46876
C -1.25083 5.09419 3.14291
C -1.52795 3.75382 2.99364
Cl -2.89736 3.11813 3.80792
C -0.74861 2.88123 2.20146
S -1.11611 1.19810 2.18621
H 1.42017 5.27727 1.09225
H 0.04814 6.69786 2.58813
H -1.87340 5.70270 3.78008
C 4.23887 -1.58810 -0.75753
As 3.10097 -0.04869 -0.39514
C 4.27202 0.75146 0.97513
C 3.71116 1.17875 -1.83182
C 3.42692 0.87983 -3.30058
C 3.65429 2.14470 -4.13750
C 1.98771 0.39083 -3.51293
As 0.46129 1.20935 -2.58068
C 0.48409 3.09335 -3.20152
C -0.90010 0.55971 -3.83358
C 4.36876 -0.20642 -3.83447
As 6.37390 -0.21056 -3.56947
C 7.00580 1.56043 -2.89493
C 6.81603 0.18490 -5.44991
H 3.78969 -2.25403 -1.49441
H 4.35669 -2.14352 0.17050
H 5.22388 -1.26968 -1.11483
H 5.08308 1.31231 0.51018
H 4.70397 -0.03782 1.58868
H 3.71464 1.41877 1.63282
H 4.79356 1.26005 -1.70281
H 3.28167 2.16181 -1.59223
H 3.10366 2.99137 -3.73326
H 3.32978 1.98089 -5.16529
H 4.70782 2.41071 -4.16338
H 1.92356 -0.65348 -3.19081
H 1.75786 0.39889 -4.58755
H 0.67315 3.16911 -4.27371
H 1.24074 3.66485 -2.65961
H -0.48475 3.55365 -2.98799
H -0.66045 0.83666 -4.86315
H -1.87661 0.97641 -3.57570
H -0.97438 -0.52426 -3.76394
H 4.23401 -0.28541 -4.91769
H 4.05554 -1.17380 -3.42781
H 6.96889 1.62281 -1.80757
H 6.48752 2.41971 -3.31246
H 8.05489 1.63147 -3.18527
H 6.50008 -0.63634 -6.09091
H 7.89017 0.31314 -5.57209
H 6.31972 1.09471 -5.78331
C -3.44730 -1.91398 0.83692
C -3.58485 -0.54494 0.28024
N -2.67991 0.07820 -0.44048
C -3.20932 1.29775 -0.75624
C -4.45654 1.40795 -0.22468
N -4.69082 0.22817 0.43318
C -5.91608 -0.10390 1.11556
N -6.21329 0.80295 2.17917
N -7.28264 1.61990 2.10263
N -7.44022 2.24489 3.18605
C -6.46232 1.87485 4.06328
C -6.20820 2.25234 5.37978
C -5.12940 1.66520 5.99562
C -4.30683 0.73994 5.33494
C -4.53724 0.35338 4.03384
C -5.63679 0.92740 3.41088
H -2.40426 -2.20711 0.73998
H -4.08279 -2.61722 0.29783
H -3.71919 -1.94083 1.89090
H -2.66253 2.00062 -1.35928
H -5.17981 2.19789 -0.22082
H -5.83624 -1.12594 1.50408
H -6.76283 -0.04294 0.41812
H -6.84150 2.97441 5.86975
H -4.89465 1.92324 7.01674
H -3.45575 0.33159 5.85794
H -3.87550 -0.32446 3.51767
F -3.21527 -5.63597 1.33327
C -2.79517 -5.26852 0.10576
C -1.49368 -4.97092 -0.08958
N -1.01273 -4.58572 -1.29800
C 0.32603 -4.06058 -1.40873
C 0.34431 -2.60253 -0.86188
O 0.81460 -1.73061 -1.59401
O -0.13900 -2.42318 0.26302
C -1.85440 -4.43477 -2.38818
O -1.47982 -4.03873 -3.46566
N -3.16144 -4.79801 -2.15833
C -3.77260 -5.19083 -0.96815
O -4.95993 -5.40838 -0.91430
H -0.78191 -5.03516 0.71950
H 0.61054 -4.04957 -2.45939
H 1.01919 -4.66673 -0.82368
H -3.77251 -4.70542 -2.96512
C 1.13344 -0.74392 4.11100
N 1.33678 -2.11913 3.71255
C 0.68099 -3.11998 4.51013
C 2.04281 -2.40784 2.62474
O 2.59745 -1.59352 1.90731
H 1.39399 -0.62475 5.16354
H 0.09249 -0.43987 3.96571
H 1.77000 -0.10023 3.50207
H 0.99431 -3.01329 5.55121
H 0.93716 -4.11841 4.15789
H -0.40240 -2.99659 4.45831
H 2.12050 -3.49092 2.41818
```

These are the Löwdin partial charges, in e, on atoms 1 to 4:
1. Ba 1.498
2. Cl 0.634
3. C -0.643
4. C -0.130

***

Record 4
ORCA calculation (ωB97M-V with the def2-TZVPD basis set) on C4H8OS as an isolated structure in a non-equilibrium geometry.

Calculated values
* HOMO energy: -9.8 eV
* LUMO energy: 0.63 eV
* multiplicity: 1
* electronic energy: -630.45509 a.u.

Structure (XYZ):
```
14
C4H8OS | the OMol25 dataset | ωB97M-V with the def2-TZVPD basis set
C 2.36910 0.48718 0.17034
C 1.09063 -0.51295 -0.41724
C -0.33833 0.12844 -0.03209
C -3.24666 -0.04200 0.04200
H 2.59345 1.72042 -0.42616
H 2.36064 0.47257 1.48677
H 3.12229 -0.45384 0.12941
H 0.99815 -1.70599 -0.03935
H 1.24733 -0.71305 -1.50785
H -0.27222 0.27490 1.15940
H -0.58762 1.07449 -0.75133
H -4.05643 -0.91259 0.29164
O -3.41483 1.22581 -0.13599
S -1.86550 -1.04339 0.03046
```

These are the natural (NBO) partial charges, in e, on atoms 1 to 4:
1. C -0.690
2. C -0.427
3. C -0.544
4. C 0.167

***

Record 5
ORCA calculation (ωB97M-V with the def2-TZVPD basis set) on C12H26NO2P2Sn as an isolated structure in a non-equilibrium geometry.

Calculated values
* HOMO energy (alpha / beta): -18.5 / -18.5 eV
* total charge: +3
* LUMO energy (alpha / beta): -12.15 / -13.98 eV
* multiplicity: 1
* electronic energy: -1573.87982 a.u.

Structure (XYZ):
```
44
C12H26NO2P2Sn | the OMol25 dataset | ωB97M-V with the def2-TZVPD basis set
Sn -0.93445 -0.57749 0.94076
P -2.73411 -0.47041 -0.81609
C -1.69622 0.38859 -1.98060
C -0.57475 1.22406 -1.65237
N -0.02460 1.06216 -0.37945
C 0.93986 1.90305 0.01519
C 1.32303 2.99260 -0.76478
C 0.94932 3.03969 -2.10068
C 0.07777 2.08004 -2.59726
C 1.58825 1.75941 1.36054
P 1.65843 -0.01735 2.05522
H -0.14424 1.99437 -3.67857
H 1.94502 3.74502 -0.27825
H 1.29943 3.85410 -2.72556
H 2.64825 2.05427 1.36641
H 1.10330 2.37231 2.13669
H 1.93846 -2.54794 -3.75990
H -1.57495 -0.19414 -2.96477
H 2.26546 -3.66290 0.80775
O 1.46568 -3.39441 -3.68161
H 0.67471 -3.37157 -4.24019
H 0.29627 -1.44851 0.39716
O 1.33317 -4.02993 0.85537
H 0.96269 -3.75165 -0.01363
C 3.01363 -0.74663 1.04891
H 3.93716 -0.16639 1.18798
H 3.16555 -1.79152 1.36598
H 2.73802 -0.76455 -0.01927
C 2.28278 0.25032 3.75067
H 2.24148 -0.71072 4.28319
H 3.31498 0.62366 3.74309
H 1.63526 0.96656 4.27718
C -4.10004 0.66076 -0.49471
H -4.81112 0.62290 -1.32849
H -4.64848 0.43728 0.42391
H -3.71635 1.68727 -0.41881
C -3.14313 -2.19791 -1.33790
H -3.66718 -2.75208 -0.54103
H -3.79990 -2.22240 -2.22145
H -2.23082 -2.77723 -1.57627
C -1.66487 0.85804 2.26291
H -2.73123 0.59046 2.16706
H -1.40964 1.86694 1.91133
H -1.19186 0.56187 3.21438
```

These are the natural (NBO) partial charges, in e, on atoms 1 to 4:
1. Sn 1.237
2. P 1.067
3. C -0.435
4. C 0.129